Entry 1:
This record from the Open Molecules 2025 dataset describes an isolated molecule of C5H10O2 in a non-equilibrium geometry. The level of theory is wB97M-V/def2-TZVPD.

The geometry in ORCA input format:
```
! wB97M-V def2-TZVPD RIJCOSX def2/J DEFGRID3
* xyz 0 1
O 0.308 -1.479 -0.622
O 2.168 0.945 1.802
C -2.374 -0.547 -0.222
C 1.388 0.576 -0.310
C 2.451 0.623 0.516
C 0.138 -0.224 0.043
C -1.165 0.346 -0.487
H -2.231 -1.536 -0.667
H -2.539 -0.682 0.854
H 1.502 0.782 -1.360
H 1.307 1.352 1.575
H -1.038 0.493 -1.567
H 1.126 -1.879 -0.298
H 3.501 0.412 0.298
H -3.282 -0.107 -0.646
H 0.049 -0.413 1.129
H -1.308 1.336 -0.039
*
```

## Properties
Molar mass = 102.133 g/mol
E = -346.924282 Ha
Structure (SMILES) = CC[C@@H](O)/C=C\O
Energy above the lowest of the compared OMol25 structures with the same formula, charge and spin = 2.752 eV
Kohn-Sham gap = 9.4033 eV


Entry 2:
This record from the Open Molecules 2025 dataset describes a cluster of 2 separate species, C5H10O2 in total. The level of theory is wB97M-V/def2-TZVPD.

The geometry in ORCA input format:
```
! wB97M-V def2-TZVPD RIJCOSX def2/J DEFGRID3
* xyz 0 1
O -0.956 0.527 1.762
O 1.577 -0.736 1.236
C 0.167 -1.050 -1.458
C 2.139 0.492 0.834
C -1.539 0.792 0.733
C -1.896 -0.226 -0.321
C -0.840 -0.185 -1.402
H -0.909 0.626 -2.125
H -2.884 0.011 -0.735
H 0.941 -0.969 -2.215
H -1.926 -1.212 0.150
H 2.380 1.142 1.688
H 3.067 0.267 0.298
H 0.711 -0.533 1.625
H -1.801 1.845 0.506
H 0.285 -1.844 -0.727
H 1.484 1.056 0.152
*
```

## Properties
Molar mass = 102.133 g/mol
E = -346.935553 Ha
Structure (SMILES) = C=CCC=O.CO
Energy above the lowest of the compared OMol25 structures with the same formula, charge and spin = 2.446 eV
Kohn-Sham gap = 10.3706 eV


Entry 3:
This record from the Open Molecules 2025 dataset describes a cluster of 2 separate species, C5H10O2 in total. The level of theory is wB97M-V/def2-TZVPD.

The geometry in ORCA input format:
```
! wB97M-V def2-TZVPD RIJCOSX def2/J DEFGRID3
* xyz 0 1
O 0.675 -1.741 1.180
O -0.236 -0.427 -1.607
C -0.309 -0.777 0.969
C 0.151 0.577 0.518
C -0.808 -0.181 -0.352
C 0.940 0.382 -1.718
C 1.449 0.487 -0.286
H -2.834 1.039 1.290
H 1.618 -0.130 -2.406
H -0.092 1.481 1.069
H 1.952 -0.448 -0.027
H -2.859 0.351 1.567
H 0.709 1.378 -2.132
H 0.464 -2.550 0.705
H -1.873 0.021 -0.417
H 2.129 1.318 -0.100
H -1.077 -0.779 1.745
*
```

## Properties
Molar mass = 102.133 g/mol
E = -346.890989 Ha
Structure (SMILES) = O[C@H]1[C@H]2CCO[C@@H]12.[H][H]
Energy above the lowest of the compared OMol25 structures with the same formula, charge and spin = 3.658 eV
Kohn-Sham gap = 10.0595 eV


Entry 4:
This record from the Open Molecules 2025 dataset describes a structure of composition C5H10O2. The level of theory is wB97M-V/def2-TZVPD.

The geometry in ORCA input format:
```
! wB97M-V def2-TZVPD RIJCOSX def2/J DEFGRID3
* xyz 0 1
O 1.087 1.209 0.626
O -1.123 -1.533 1.106
C 0.019 -1.052 -0.546
C 2.196 1.277 -0.241
C -2.063 0.511 0.032
C -1.426 -0.842 -0.162
C 0.149 -1.711 0.609
H -3.030 0.385 0.530
H -2.074 -1.505 -0.742
H 2.739 0.322 -0.322
H 0.891 -2.295 1.144
H 0.900 0.273 0.794
H -2.246 0.972 -0.945
H 1.899 1.587 -1.255
H 2.879 2.033 0.153
H 0.633 -0.812 -1.401
H -1.431 1.180 0.619
*
```

## Properties
Molar mass = 102.133 g/mol
E = -346.895873 Ha
Energy above the lowest of the compared OMol25 structures with the same formula, charge and spin = 3.525 eV
Kohn-Sham gap = 10.0781 eV


Entry 5:
This record from the Open Molecules 2025 dataset describes an isolated molecule of C5H10O2. The level of theory is wB97M-V/def2-TZVPD.

The geometry in ORCA input format:
```
! wB97M-V def2-TZVPD RIJCOSX def2/J DEFGRID3
* xyz 0 1
O -0.489 1.025 -0.820
O -1.993 -0.759 -0.998
C 1.082 0.154 0.610
C -1.709 0.255 1.092
C 0.274 -0.972 0.033
C -1.023 -0.162 -0.197
C 2.308 0.623 -0.050
H -1.607 -1.000 -1.850
H -2.377 1.094 0.887
H 0.147 -1.769 0.775
H 2.417 1.707 0.079
H -2.296 -0.580 1.486
H 3.059 0.189 0.633
H -0.951 0.552 1.816
H 0.037 0.731 -1.584
H 2.567 0.330 -1.084
H 0.580 -1.437 -0.931
*
```

## Properties
Molar mass = 102.133 g/mol
E = -346.853119 Ha
Energy above the lowest of the compared OMol25 structures with the same formula, charge and spin = 4.689 eV
Kohn-Sham gap = 8.6066 eV


Entry 6:
This record from the Open Molecules 2025 dataset describes a cluster of 2 separate species, C5H10O2 in total. The level of theory is wB97M-V/def2-TZVPD.

The geometry in ORCA input format:
```
! wB97M-V def2-TZVPD RIJCOSX def2/J DEFGRID3
* xyz 0 1
O -2.070 -0.275 -0.491
O 1.424 -0.219 2.252
C -1.629 0.842 0.266
C 0.266 -0.203 -0.672
C -0.236 1.168 -0.280
C -0.952 -1.109 -0.716
C 1.524 -0.577 -0.895
H -0.881 -1.895 0.055
H 1.167 -0.678 1.441
H 1.779 -1.603 -1.151
H -0.306 1.809 -1.166
H -1.076 -1.597 -1.689
H 0.405 1.652 0.461
H 2.168 0.320 1.959
H 2.347 0.132 -0.838
H -1.568 0.592 1.337
H -2.361 1.642 0.127
*
```

## Properties
Molar mass = 102.133 g/mol
E = -346.953599 Ha
Structure (SMILES) = C=C1CCOC1.O
Energy above the lowest of the compared OMol25 structures with the same formula, charge and spin = 1.955 eV
Kohn-Sham gap = 10.5546 eV


Entry 7:
This record from the Open Molecules 2025 dataset describes an isolated molecule of C5H10O2. The level of theory is wB97M-V/def2-TZVPD.

The geometry in ORCA input format:
```
! wB97M-V def2-TZVPD RIJCOSX def2/J DEFGRID3
* xyz 0 1
O -0.044 0.850 1.157
O -0.829 -1.262 2.295
C -0.647 -1.717 0.982
C -0.350 0.352 0.084
C 0.400 0.753 -1.137
C -1.382 -0.758 0.018
C 1.660 1.551 -0.843
H -1.496 -1.213 -0.973
H -2.360 -0.403 0.372
H 2.047 1.967 -1.774
H 0.574 -0.084 -1.824
H -0.887 -2.780 0.902
H -0.372 1.378 -1.597
H 1.446 2.366 -0.149
H 2.438 0.928 -0.389
H 0.399 -1.610 0.666
H -0.596 -0.317 2.211
*
```

## Properties
Molar mass = 102.133 g/mol
E = -346.969225 Ha
Structure (SMILES) = CCC(=O)CCO
Energy above the lowest of the compared OMol25 structures with the same formula, charge and spin = 1.529 eV
Kohn-Sham gap = 10.6872 eV


Entry 8:
This record from the Open Molecules 2025 dataset describes an isolated molecule of C5H10O2. The level of theory is wB97M-V/def2-TZVPD.

The geometry in ORCA input format:
```
! wB97M-V def2-TZVPD RIJCOSX def2/J DEFGRID3
* xyz 0 1
O -1.241 -0.927 -1.079
O 2.275 1.893 0.738
C -2.370 -0.311 -1.720
C 0.987 -0.104 1.284
C -1.132 -0.692 0.203
C 0.175 -1.275 0.692
C 1.615 0.764 0.198
H -0.077 -1.977 1.498
H 0.847 1.059 -0.540
H 0.297 0.531 1.856
H 1.627 2.413 1.233
H -2.989 -1.091 -2.172
H 2.374 0.192 -0.351
H -2.917 0.251 -0.960
H -1.980 0.353 -2.497
H 1.767 -0.447 1.977
H 0.741 -1.822 -0.079
*
```

## Properties
Molar mass = 102.133 g/mol
E = -346.879988 Ha
Energy above the lowest of the compared OMol25 structures with the same formula, charge and spin = 3.958 eV
Kohn-Sham gap = 9.4710 eV


Entry 9:
This record from the Open Molecules 2025 dataset describes a cluster of 2 separate species, C5H10O2 in total. The level of theory is wB97M-V/def2-TZVPD.

The geometry in ORCA input format:
```
! wB97M-V def2-TZVPD RIJCOSX def2/J DEFGRID3
* xyz 0 1
O 1.225 0.185 0.283
O -2.272 1.180 0.978
C 0.530 -0.807 -0.450
C 2.618 0.098 0.106
C -0.927 -0.598 -0.248
C -1.869 0.100 0.299
C -2.288 -1.280 -0.059
H 0.781 -1.824 -0.099
H 3.105 0.892 0.684
H -0.145 2.360 -0.345
H 0.825 -0.757 -1.515
H -2.932 -1.527 -0.917
H -0.588 2.943 -0.226
H 2.977 -0.879 0.461
H -1.498 1.702 1.248
H -2.419 -2.003 0.759
H 2.878 0.216 -0.957
*
```

## Properties
Molar mass = 102.133 g/mol
E = -346.837316 Ha
Structure (SMILES) = COCC1=C(O)C1.[H][H]
Energy above the lowest of the compared OMol25 structures with the same formula, charge and spin = 5.119 eV
Kohn-Sham gap = 9.4643 eV


Entry 10:
This record from the Open Molecules 2025 dataset describes an isolated molecule of C5H10O2 in a non-equilibrium geometry. The level of theory is wB97M-V/def2-TZVPD.

The geometry in ORCA input format:
```
! wB97M-V def2-TZVPD RIJCOSX def2/J DEFGRID3
* xyz 0 1
O 1.732 -0.913 2.711
O -0.012 -0.533 -0.285
C 1.446 -1.019 1.536
C -0.971 -0.499 -2.468
C -0.116 0.255 -1.463
C -0.360 0.884 1.964
C 0.676 0.004 0.788
H -1.335 0.588 1.615
H -0.038 0.487 2.921
H -0.325 2.005 2.029
H -0.504 -1.451 -2.743
H 0.833 1.066 0.931
H -1.959 -0.712 -2.048
H 0.887 0.456 -1.863
H 1.737 -1.932 0.964
H -1.106 0.095 -3.379
H -0.582 1.218 -1.209
*
```

## Properties
Molar mass = 102.133 g/mol
E = -346.880143 Ha
Structure (SMILES) = CCO[C@@H](C)C=O
Energy above the lowest of the compared OMol25 structures with the same formula, charge and spin = 3.954 eV
Kohn-Sham gap = 9.8707 eV


Entry 11:
This record from the Open Molecules 2025 dataset describes an isolated molecule of C5H10O2. The level of theory is wB97M-V/def2-TZVPD.

The geometry in ORCA input format:
```
! wB97M-V def2-TZVPD RIJCOSX def2/J DEFGRID3
* xyz 0 1
O -1.049 -0.517 -1.844
O 1.103 0.497 -0.629
C 0.634 -0.886 1.252
C 1.356 -0.806 -0.101
C -0.318 0.328 1.255
C -1.270 0.691 -1.146
C -0.142 0.981 -0.126
H 1.345 -0.826 2.077
H -0.170 -0.392 -2.239
H 0.094 -1.832 1.355
H 0.984 -1.593 -0.769
H 2.443 -0.913 -0.025
H -1.355 0.033 1.441
H -1.341 1.528 -1.862
H -0.035 2.070 -0.034
H -0.039 1.042 2.037
H -2.241 0.593 -0.642
*
```

## Properties
Molar mass = 102.133 g/mol
E = -346.969208 Ha
Structure (SMILES) = OC[C@H]1CCCO1
Energy above the lowest of the compared OMol25 structures with the same formula, charge and spin = 1.530 eV
Kohn-Sham gap = 10.6243 eV


Entry 12:
This record from the Open Molecules 2025 dataset describes an isolated molecule of C5H10O2. The level of theory is wB97M-V/def2-TZVPD.

The geometry in ORCA input format:
```
! wB97M-V def2-TZVPD RIJCOSX def2/J DEFGRID3
* xyz 0 1
O -0.898 0.831 0.955
O 1.473 1.833 0.276
C -1.529 -1.413 0.205
C 0.845 -0.569 -0.245
C 1.925 0.520 0.030
C -0.613 -0.223 0.025
C -1.150 1.057 -0.440
H -0.465 1.773 -0.890
H -2.200 1.144 -0.712
H 0.887 -0.880 -1.297
H -1.411 -2.142 -0.605
H 1.102 -1.463 0.337
H -2.575 -1.095 0.245
H -1.292 -1.915 1.150
H 2.552 0.180 0.865
H 2.574 0.598 -0.847
H 0.774 1.764 0.948
*
```

## Properties
Molar mass = 102.133 g/mol
E = -346.939630 Ha
Structure (SMILES) = C[C@@]1(CCO)CO1
Energy above the lowest of the compared OMol25 structures with the same formula, charge and spin = 2.335 eV
Kohn-Sham gap = 10.9638 eV